{
  "formula": "C5H8N2OS",
  "method": "the ωB97M-V functional and the def2-TZVPD basis",
  "relative_energy_kcal_mol": 105.61,
  "homo_energy_ev": -8.7,
  "total_energy_ev": -21174.0368,
  "fmax_ev_per_a": 4.1,
  "symbols": ["C", "C", "C", "C", "C", "N", "N", "O", "S", "H", "H", "H", "H", "H", "H", "H", "H"],
  "positions_angstrom": [[1.41, 1.39, 0.21], [0.24, 2.19, 0.15], [1.42, 0.07, -0.23], [2.69, -0.79, 0.00], [-3.06, -1.38, -0.04], [-0.95, 1.82, 0.03], [-2.26, -0.28, 0.46], [0.33, -0.56, -0.71], [-1.43, 0.39, -0.63], [2.23, 1.97, 0.67], [0.39, 3.17, 0.43], [2.55, -1.69, -0.46], [2.90, -0.92, 1.13], [3.60, -0.29, -0.52], [-3.39, -2.24, 0.69], [-4.03, -0.94, -0.32], [-2.61, -1.91, -0.86]]
}